The following is a quantum chemistry calculation of a cluster of 2 separate species, C9H11NS in total in a non-equilibrium geometry, from the OMol25 dataset.

Structure (XYZ):
```
22
Properties=species:S:1:pos:R:3:forces:R:3:nbo_charge:R:1
S -2.783 0.223 -0.895 0.81 -0.44 -0.12 0.31
N -0.982 -3.151 0.569 -0.08 -0.73 0.34 -0.45
C 1.707 -0.747 0.513 1.69 0.70 0.94 -0.47
C 1.103 0.684 0.551 0.51 -0.94 0.90 -0.41
C 1.081 -0.798 -1.950 2.70 -2.76 0.79 -0.24
C -0.037 0.768 -0.420 -1.51 1.13 1.96 -0.28
C 0.001 0.105 -1.756 -2.58 1.48 -2.53 -0.31
C -1.053 -0.252 -0.789 -1.80 -2.79 2.16 -0.03
C -0.969 -2.137 0.034 -0.01 4.29 -1.85 0.21
C 1.853 -1.209 -0.913 1.26 -0.74 -1.10 -0.14
C -3.082 0.320 0.876 2.18 -1.07 2.06 -0.78
H -3.115 -0.728 1.323 -0.73 1.15 -0.77 0.24
H -3.911 0.974 1.215 0.58 -0.51 -0.54 0.25
H 2.692 -0.740 1.130 -1.38 -0.16 -1.35 0.23
H 1.041 0.898 1.658 -1.36 -0.05 -1.11 0.23
H -0.524 0.615 -2.667 1.56 -0.70 1.55 0.25
H 1.634 1.570 0.224 1.49 -0.41 -0.25 0.22
H 2.706 -1.926 -1.209 -1.55 1.01 0.84 0.22
H 1.035 -1.421 1.108 0.50 0.57 -0.71 0.26
H -0.485 1.767 -0.337 -0.10 -0.40 -0.43 0.25
H -2.072 0.618 1.356 -1.68 0.33 -0.73 0.23
H 1.277 -1.417 -2.839 -0.50 1.03 -0.07 0.24
```
Forces are in eV/Å.

Results
- Highest occupied orbital energy: -9.3 eV
- M: 165.3 Da
- Gap between HOMO and LUMO: 9.42 eV
- Net charge: 0
- Total energy: -802.3037 a.u.

The following is a quantum chemistry calculation of a cluster of 2 separate species, C4H11N3O2 in total in a non-equilibrium geometry, from the OMol25 dataset.

Structure (XYZ):
```
20
Properties=species:S:1:pos:R:3:forces:R:3:nbo_charge:R:1
O 1.672 1.005 -0.375 1.11 -3.49 -2.14 -0.59
O 0.589 -0.045 -1.988 -0.23 0.09 -1.69 -0.73
N -2.661 0.395 0.214 0.81 -1.09 1.15 -0.91
N -0.533 0.221 1.508 -1.42 0.94 -0.48 -0.54
N -0.958 2.042 0.154 0.59 2.78 -1.16 -0.84
C 2.756 -0.982 -1.252 -2.45 -0.84 -0.44 -0.71
C 1.669 -0.006 -1.137 -1.72 7.38 2.74 0.79
C -0.699 -1.107 2.048 0.03 0.40 2.63 -0.45
C -1.341 0.863 0.730 -0.24 -2.69 0.07 0.60
H 0.324 -1.375 2.507 -1.57 -0.20 -1.20 0.21
H 2.517 -1.789 -0.588 0.08 -0.81 0.02 0.25
H 2.717 -1.214 -2.276 0.05 -1.37 -1.36 0.23
H -1.173 -1.817 1.395 0.51 -0.65 -0.91 0.18
H -1.042 1.950 -0.868 0.04 0.61 0.91 0.36
H -1.395 -1.239 2.955 0.73 0.89 -0.86 0.18
H 3.711 -0.640 -1.091 1.85 1.38 0.99 0.25
H -0.149 2.713 0.443 -1.95 -2.80 -0.36 0.43
H -3.159 0.701 -0.632 1.02 0.29 0.83 0.39
H -3.023 -0.541 0.527 1.06 1.56 -0.39 0.39
H 0.178 0.864 -2.273 1.69 -2.38 1.65 0.51
```
Forces are in eV/Å.

Results
- Highest occupied orbital energy: -8.3 eV
- M: 133.2 Da
- Gap between HOMO and LUMO: 8.66 eV
- Net charge: 0
- Total energy: -473.6931 a.u.
- SMILES string: CN=C(N)N.CC(=O)O

The following is a quantum chemistry calculation of a cluster of 2 separate species, CH2BrFO in total in a non-equilibrium geometry, from the OMol25 dataset.

Structure (XYZ):
```
6
Properties=species:S:1:pos:R:3:forces:R:3:nbo_charge:R:1
Br 2.815 -0.336 0.398 -2.62 -0.18 -0.79 0.10
F -0.274 1.300 0.391 -0.83 -0.96 0.02 -0.39
O 0.517 -0.441 -0.680 2.73 -1.31 -0.59 -0.40
C -0.530 -0.043 -0.076 -2.75 2.22 2.29 0.28
H -1.119 -0.594 0.818 1.85 0.81 -1.52 0.17
H -1.410 0.114 -0.851 1.61 -0.57 0.60 0.24
```
Forces are in eV/Å.

Results
- Highest occupied orbital energy (alpha / beta): -10.8 / -10.7 eV
- M: 128.9 Da
- Gap between HOMO and LUMO (alpha / beta): 6.52 / 6.48 eV
- Net charge: 0
- Total energy: -2788.2637 a.u.

The following is a quantum chemistry calculation of a structure of composition C11H26LiNO11P in a non-equilibrium geometry, from the OMol25 dataset.

Structure (XYZ):
```
51
Properties=species:S:1:pos:R:3:forces:R:3:nbo_charge:R:1
P -0.404 1.365 -2.142 -2.03 3.38 3.71 2.57
O 0.552 3.271 1.812 1.57 1.20 -0.62 -0.73
O -2.347 -0.354 0.491 -0.37 -3.39 -1.26 -0.78
O 2.059 4.887 1.430 6.31 1.14 -1.46 -0.45
O 2.128 1.060 1.335 -0.28 1.64 -0.17 -0.64
O -0.070 0.025 -2.572 0.64 -6.17 -2.46 -1.31
O -1.330 2.225 -2.893 -1.56 0.69 -2.40 -1.24
O 0.105 5.392 1.963 0.58 2.37 -0.35 -0.51
O 2.183 -1.112 0.898 -0.17 -0.79 5.06 -0.52
O -0.972 1.279 -0.651 -1.84 -1.81 1.99 -1.35
O 2.046 -0.369 3.061 -0.43 -1.85 -0.81 -0.51
O 0.818 2.072 -1.677 5.73 2.69 0.46 -1.37
N -1.693 -3.314 -1.938 1.15 -3.89 -0.45 -0.22
C -1.673 -1.609 -0.001 -1.82 1.91 2.36 -0.16
C -2.251 -3.582 -3.326 0.32 -1.37 -2.86 -0.44
C -1.214 5.118 2.427 3.24 -1.27 3.03 -0.24
C 2.067 -0.049 1.737 1.21 -1.17 -0.76 1.02
C 2.538 -1.023 -0.425 -0.33 3.28 -3.19 -0.30
C -0.162 -3.369 -1.976 -0.05 -1.03 0.97 -0.42
C -2.202 -2.055 -1.393 1.24 2.35 1.15 -0.34
C 1.728 0.635 3.982 -5.20 1.43 1.45 -0.27
C 0.969 4.447 1.691 -8.94 -4.69 2.80 1.00
C 2.932 3.837 0.978 2.51 0.19 -4.68 -0.34
C -1.986 -4.524 -1.062 2.56 -0.80 -0.47 -0.40
Li 0.580 1.858 0.213 -0.71 0.23 -0.95 0.89
H 0.803 1.300 3.684 1.61 -1.44 -0.22 0.22
H 2.454 1.348 4.077 2.38 1.52 0.24 0.18
H -3.271 -1.951 -1.263 -0.42 -0.66 -0.69 0.24
H 3.700 -0.942 -0.694 -2.46 0.46 1.03 0.17
H 3.777 4.416 0.463 -1.35 -0.33 0.13 0.18
H -1.633 -5.537 -1.581 -1.18 2.37 1.00 0.22
H 2.389 3.224 -0.020 1.61 1.27 3.37 0.30
H -0.664 -1.285 0.093 1.33 -0.42 -0.82 0.21
H -1.467 6.111 2.702 -1.33 0.39 0.31 0.19
H 3.633 3.401 1.732 -1.94 -0.53 0.03 0.21
H -1.090 4.372 3.294 -0.48 1.38 -0.78 0.18
H 0.107 -2.470 -2.442 0.95 1.37 -0.99 0.29
H -1.979 -2.777 -4.097 -0.41 -0.75 1.70 0.28
H -3.338 -3.818 -3.384 0.52 1.01 0.88 0.23
H -2.984 -4.367 -0.864 -2.44 -0.83 0.59 0.21
H -1.403 -4.404 -0.109 -0.67 -0.08 -1.00 0.24
H 1.332 0.371 5.076 1.43 -0.76 -2.51 0.19
H -1.820 0.254 -0.128 0.57 2.64 -0.37 0.51
H 1.759 -0.220 -0.926 2.44 -1.49 0.40 0.30
H 2.246 -1.961 -0.799 -0.31 -1.23 -0.72 0.16
H -1.906 -4.590 -3.872 0.23 1.99 1.86 0.21
H -1.768 -1.341 -2.110 -0.38 0.67 0.18 0.32
H 0.225 -3.318 -0.887 -0.72 -0.27 -1.91 0.24
H 0.148 -4.335 -2.534 -0.50 1.75 1.03 0.21
H -1.718 4.575 1.731 -1.95 -0.91 -2.28 0.22
H -1.934 -2.170 0.897 0.15 -1.40 -0.56 0.18
```
Forces are in eV/Å.

Results
- Highest occupied orbital energy: -2.1 eV
- M: 386.2 Da
- Gap between HOMO and LUMO: 4.09 eV
- Net charge: -1
- Total energy: -1665.9398 a.u.

Q: Number 4 is which compound?
A: C11H26LiNO11P